156
Properties=species:S:1:pos:R:3:forces:R:3:lowdin_charge:R:1 method="wB97M-V/def2-TZVPD" e_tot_ha=-4580.78720 smiles="C[C@H]1COC(=O)O1.C[C@H]1COC(=O)O1.C[C@H]1COC(=O)O1.C[C@H]1COC(=O)O1.C[C@H]1COC(=O)O1.C[C@H]1COC(=O)O1.C[C@H]1COC(=O)O1.C[C@H]1COC(=O)O1.C[C@H]1COC(=O)O1.C[C@H]1COC(=O)O1.C[C@H]1COC(=O)O1.C[C@H]1COC(=O)O1"
C -7.596960 -21.687960 -4.214390 0.4 1.2 -1.4 -0.010
C -8.660570 -20.941750 -5.089320 1.9 -0.8 1.5 -0.291
C -8.758570 -21.327730 -6.579860 -0.5 0.3 1.1 -0.052
O -10.121160 -21.776740 -6.597080 0.8 -0.1 -2.7 0.083
C -10.698800 -21.759300 -5.425600 -4.9 -1.7 0.3 -0.590
O -11.864910 -22.162370 -5.265480 3.4 1.2 0.0 0.101
O -9.896420 -21.282540 -4.513650 -0.6 0.3 1.1 0.098
H -6.646160 -21.324720 -4.604450 0.4 -0.2 0.1 0.077
H -7.604300 -22.770960 -4.337510 -0.3 0.1 -0.1 0.087
H -7.612940 -21.427420 -3.156110 -0.4 0.1 -0.1 0.080
H -8.577860 -19.856870 -5.023670 0.3 0.0 0.2 0.150
H -8.104570 -22.103560 -6.977970 0.0 -0.1 0.4 0.136
H -8.592500 -20.412120 -7.147480 -0.5 -0.2 -0.4 0.130
C -8.606790 -16.077880 6.223870 1.0 1.1 -1.1 -0.001
C -7.421670 -15.324590 5.489420 -2.0 -0.6 1.5 -0.315
C -7.094300 -13.861700 5.886480 -3.2 -1.1 -2.0 -0.110
O -5.724850 -13.865410 5.696200 0.5 2.2 0.4 0.099
C -5.240820 -15.050070 5.933670 3.4 -2.9 0.9 -0.512
O -4.041750 -15.277400 6.117640 -3.6 0.2 -0.6 0.121
O -6.275000 -15.983840 5.946400 2.7 0.3 -0.1 0.057
H -9.568740 -15.797290 5.794890 0.0 0.3 0.4 0.077
H -8.481730 -15.835520 7.279200 -0.5 -0.1 0.0 0.082
H -8.523090 -17.155420 6.082470 0.3 0.1 0.0 0.078
H -7.501160 -15.344730 4.402510 0.1 -0.4 -0.1 0.150
H -7.542580 -13.549580 6.829740 0.9 0.0 0.4 0.139
H -7.591310 -13.317540 5.083380 0.4 0.8 0.2 0.136
C 3.375690 -16.231490 5.941490 0.3 -0.2 0.4 -0.014
C 3.232040 -17.534820 6.779560 -1.8 1.5 -1.3 -0.355
C 2.720670 -18.805070 6.074610 -1.5 1.5 -0.4 -0.105
O 3.709440 -19.794150 6.232280 0.4 0.8 0.4 0.076
C 4.706050 -19.232560 6.995840 1.1 -2.7 0.8 -0.494
O 5.608610 -19.905370 7.467370 -1.8 2.2 -1.2 0.140
O 4.459480 -17.928420 7.162910 3.8 -0.6 1.8 0.091
H 2.429070 -15.886280 5.525740 0.1 -0.3 -0.3 0.083
H 4.202260 -16.299500 5.234200 -0.5 -0.5 -0.6 0.087
H 3.747760 -15.384370 6.517720 -0.3 -0.2 0.8 0.077
H 2.609420 -17.302150 7.643450 0.0 -0.1 0.2 0.149
H 2.524830 -18.495470 5.048010 0.1 -0.8 -0.3 0.131
H 1.782440 -19.072250 6.560880 0.1 -0.5 -0.3 0.133
C -1.631820 -15.313830 -0.394420 1.7 0.3 0.6 -0.040
C -2.876510 -15.285870 -1.146770 -2.5 -0.8 -0.2 -0.320
C -3.937530 -16.356280 -0.774070 0.6 -0.1 0.4 -0.079
O -5.153360 -15.637270 -0.559900 -0.3 0.9 0.0 0.056
C -4.900250 -14.296890 -0.547810 -1.8 2.1 0.1 -0.502
O -5.712660 -13.369170 -0.364670 2.5 -3.5 -0.4 0.092
O -3.601400 -14.087720 -0.802440 0.2 0.7 -0.4 0.078
H -1.750330 -15.157770 0.677820 -0.3 -0.1 0.0 0.100
H -1.014760 -14.492260 -0.758240 0.2 0.0 0.1 0.096
H -1.073940 -16.238520 -0.542150 -0.1 -0.1 -0.1 0.099
H -2.699270 -15.358150 -2.219830 0.0 0.6 -0.1 0.157
H -3.653140 -16.836510 0.162200 -0.1 -0.1 0.1 0.130
H -4.081260 -17.122590 -1.535780 -0.1 0.2 0.0 0.134
C -10.335860 -7.354440 -2.815270 0.6 0.8 0.0 -0.001
C -9.908930 -5.884510 -2.647730 -0.4 -1.6 0.2 -0.351
C -9.426680 -5.374630 -1.342740 -1.0 -1.0 3.0 -0.138
O -8.358340 -4.502890 -1.599050 0.3 0.5 -0.8 0.104
C -7.981110 -4.758590 -2.859330 2.3 3.0 -3.9 -0.505
O -7.135720 -4.153730 -3.548530 -2.1 -2.0 3.1 0.107
O -8.788310 -5.655070 -3.453140 0.3 0.1 -0.8 0.092
H -9.460020 -8.003280 -2.816950 0.1 0.1 0.2 0.089
H -10.752820 -7.417320 -3.820400 -0.4 -0.3 0.2 0.085
H -11.010440 -7.664520 -2.017210 -0.2 0.0 -0.3 0.086
H -10.769730 -5.241430 -2.830930 0.1 0.1 -1.2 0.153
H -9.053560 -6.052810 -0.575310 -0.1 -0.7 -0.3 0.141
H -10.330680 -4.944560 -0.911560 0.6 0.9 0.5 0.137
C -8.546840 -14.491850 -10.660750 0.4 0.7 -1.0 -0.008
C -7.082220 -14.225660 -10.141270 -2.2 -1.5 -1.5 -0.283
C -7.006830 -13.121620 -9.155310 -0.1 1.2 0.7 -0.117
O -6.543570 -13.746800 -7.960420 0.3 -0.3 -0.4 0.064
C -6.364650 -15.095270 -8.206050 0.1 -0.2 5.1 -0.540
O -6.052260 -15.842240 -7.275480 -0.5 1.5 -3.0 0.110
O -6.745040 -15.381530 -9.404470 0.7 -1.6 -0.9 0.110
H -9.357100 -14.304320 -9.956180 0.4 0.4 0.4 0.082
H -8.826800 -15.464350 -11.065680 1.0 -0.4 0.2 0.081
H -8.693960 -13.852320 -11.531070 -0.2 0.4 0.1 0.078
H -6.345880 -14.116720 -10.937540 -0.3 -0.1 -0.2 0.157
H -7.998240 -12.690530 -9.016160 0.0 0.0 0.4 0.128
H -6.345070 -12.312270 -9.463730 0.2 -0.1 0.2 0.137
C 0.212380 -22.202190 -4.524560 -0.1 0.7 1.2 -0.031
C 0.073510 -21.898980 -5.992050 0.6 -1.5 0.1 -0.297
C 1.327390 -22.070600 -6.865410 0.0 0.3 0.3 -0.029
O 0.955540 -23.102820 -7.802600 7.2 3.1 -0.6 0.140
C -0.211740 -23.426950 -7.655870 -5.5 -3.7 -1.0 -0.704
O -0.756530 -24.187530 -8.425710 -0.6 0.5 0.8 0.134
O -0.712080 -22.963100 -6.521590 -2.4 0.6 0.6 0.093
H 0.690630 -21.377020 -3.996860 0.2 0.1 -0.1 0.086
H 0.714710 -23.122260 -4.225890 0.4 0.0 -0.7 0.093
H -0.748380 -22.313280 -4.021850 -0.3 0.2 -0.4 0.086
H -0.347640 -20.914760 -6.197100 -0.5 -0.2 0.2 0.154
H 2.189620 -22.414380 -6.294050 0.1 0.2 -0.3 0.138
H 1.459030 -21.123840 -7.389260 0.7 -0.3 -0.2 0.137
C -0.054290 -10.229420 4.133470 -2.2 -0.1 0.2 -0.031
C 1.073700 -9.541370 3.487910 -0.2 0.5 1.7 -0.335
C 2.349530 -9.483020 4.368270 -1.0 -0.6 -1.7 -0.053
O 3.263220 -9.815000 3.319600 2.2 0.2 0.4 0.064
C 2.658840 -10.391110 2.264090 5.3 -3.0 -3.2 -0.586
O 3.228200 -11.013090 1.335100 -1.3 2.4 3.1 0.093
O 1.412490 -10.317020 2.380810 -3.3 0.2 -0.8 0.137
H 0.178900 -11.091760 4.758040 0.5 0.6 0.7 0.096
H -0.731590 -10.746990 3.454140 0.1 0.5 -0.8 0.093
H -0.674660 -9.436200 4.550650 -0.1 -0.5 0.9 0.095
H 0.875770 -8.506370 3.209150 -0.4 -0.1 -0.5 0.160
H 2.325750 -10.259020 5.133360 0.3 0.0 0.0 0.130
H 2.522600 -8.490050 4.783180 0.3 -0.2 -0.1 0.137
C -0.317240 -7.628510 -3.091660 -1.3 0.3 0.8 -0.007
C -1.134030 -8.875240 -3.388640 0.3 0.0 -0.4 -0.296
C -2.422110 -8.673560 -4.205430 -0.2 1.0 0.7 -0.112
O -2.241580 -9.453720 -5.344850 -0.7 -1.0 -0.7 0.074
C -1.109020 -10.170190 -5.266480 0.7 -1.3 -1.2 -0.543
O -0.809460 -11.072490 -6.017250 -0.4 1.6 1.2 0.145
O -0.352240 -9.696420 -4.258890 0.2 -0.8 -0.2 0.072
H -0.172800 -7.522830 -2.016450 0.7 -0.3 -0.1 0.079
H -0.976690 -6.782530 -3.285410 0.4 0.3 -0.5 0.076
H 0.592250 -7.621030 -3.692370 -0.1 0.2 0.3 0.098
H -1.361840 -9.490830 -2.518430 0.1 0.2 0.2 0.151
H -2.617630 -7.658220 -4.550300 0.3 0.2 0.2 0.130
H -3.287300 -8.959090 -3.607080 -0.1 -0.4 -0.3 0.132
C 4.928990 -18.466570 -1.369310 0.1 1.6 -0.5 0.003
C 4.857920 -17.116950 -2.177820 -0.2 -0.6 1.0 -0.320
C 5.989680 -16.628530 -3.035600 1.1 0.3 -0.5 -0.059
O 5.332420 -16.133340 -4.241880 1.0 0.4 0.1 0.093
C 4.088030 -16.555760 -4.248160 -3.7 -1.5 -3.3 -0.544
O 3.231240 -16.533730 -5.168280 3.5 0.7 3.0 0.088
O 3.844350 -17.244020 -3.135450 -1.7 -0.6 0.1 0.069
H 5.063080 -19.348260 -1.996010 0.2 0.2 -0.1 0.084
H 3.969350 -18.555250 -0.860080 0.1 -0.1 0.1 0.080
H 5.721260 -18.376900 -0.626100 0.0 -0.2 0.0 0.080
H 4.565430 -16.293560 -1.526240 -0.1 -0.1 0.4 0.152
H 6.695800 -17.424220 -3.273030 -0.1 0.0 -0.4 0.135
H 6.552880 -15.785920 -2.634450 -0.1 -0.1 0.1 0.137
C -11.550910 -14.621600 -4.701750 0.4 0.6 0.4 -0.032
C -13.051550 -14.658690 -4.521110 1.5 0.6 -0.1 -0.346
C -13.729670 -13.602610 -5.420690 0.2 -0.9 1.1 -0.064
O -14.367920 -14.451710 -6.337660 -1.5 4.7 -1.9 0.106
C -14.217760 -15.679840 -6.190320 -0.4 -6.5 -0.8 -0.522
O -14.695460 -16.516320 -6.987750 2.1 2.3 3.3 0.105
O -13.457260 -15.914030 -5.002550 -2.0 -0.6 -2.0 0.060
H -11.192660 -13.616180 -4.480650 0.2 0.0 0.4 0.085
H -11.260500 -14.784100 -5.739710 -0.3 -0.3 -0.1 0.095
H -11.061540 -15.362040 -4.069010 0.1 0.1 -0.1 0.090
H -13.349820 -14.535550 -3.479970 0.0 -0.2 0.0 0.151
H -13.027160 -12.961170 -5.952780 -0.1 0.0 0.1 0.135
H -14.454880 -13.038200 -4.834500 -0.1 0.2 -0.4 0.135
C -4.760350 -24.886870 4.842400 -0.4 1.1 -1.1 0.003
C -4.755510 -23.558220 3.983950 -0.1 -2.5 -0.2 -0.316
C -4.715460 -22.308830 4.784130 0.3 0.7 1.4 -0.099
O -3.611940 -21.571950 4.270690 -0.9 0.7 -0.1 0.090
C -3.075880 -22.262070 3.281800 4.0 0.8 -1.5 -0.570
O -2.106390 -21.854320 2.649820 -2.3 -1.0 0.9 0.117
O -3.593700 -23.487120 3.192420 0.7 0.0 -0.7 0.098
H -4.038930 -24.843260 5.658340 -0.4 0.4 0.3 0.084
H -4.499190 -25.814520 4.333110 -0.1 0.4 -0.7 0.080
H -5.812680 -24.960920 5.116640 0.2 -0.3 0.8 0.082
H -5.571030 -23.500790 3.263030 -0.4 -0.5 0.2 0.153
H -4.410240 -22.510050 5.810990 -0.7 0.1 0.2 0.138
H -5.638790 -21.739820 4.675570 0.2 0.1 0.4 0.141